Density functional theory data (the ωB97M-V functional and the def2-TZVPD basis) for the molecule C23H22N2O3.

The geometry in XYZ format:
```
50
Properties=species:S:1:pos:R:3:forces:R:3
C -2.996 0.260 3.842 0.02 0.00 -0.03
O -2.388 0.096 2.555 0.02 0.02 0.02
C -1.074 -0.198 2.579 -0.05 -0.03 -0.01
O -0.453 -0.322 3.602 0.02 0.00 0.01
C -0.519 -0.363 1.181 0.02 0.09 -0.04
C 0.938 -0.798 1.265 -0.02 -0.01 0.01
N 1.491 -1.026 -0.061 0.02 0.02 0.01
C 2.921 -1.316 -0.010 -0.01 -0.01 0.00
C 3.518 -1.187 -1.387 -0.01 -0.01 0.00
C 4.570 -0.318 -1.615 0.00 0.01 -0.01
C 5.091 -0.156 -2.896 0.01 0.01 0.03
O 6.119 0.727 -3.042 -0.01 -0.01 -0.01
C 4.558 -0.860 -3.960 -0.01 -0.01 0.00
C 3.495 -1.733 -3.724 0.00 0.00 -0.02
C 2.933 -2.462 -4.831 0.01 0.00 0.01
N 2.489 -3.038 -5.721 0.00 0.00 0.00
C 2.972 -1.903 -2.451 0.01 0.02 0.01
C -0.746 0.913 0.321 0.03 -0.06 0.01
C 0.259 2.010 0.593 0.01 0.01 -0.01
C 0.255 2.623 1.819 0.00 -0.01 0.00
C 1.234 3.567 2.186 0.00 0.00 -0.01
C 2.231 3.888 1.313 0.00 0.00 -0.01
C 2.263 3.310 0.021 0.01 0.01 0.00
C 3.290 3.648 -0.897 0.01 0.01 0.01
C 3.316 3.121 -2.154 -0.01 -0.02 0.01
C 2.292 2.239 -2.561 0.01 0.00 0.01
C 1.296 1.889 -1.696 -0.01 0.00 0.01
C 1.257 2.387 -0.363 -0.02 -0.01 -0.01
H -4.039 0.487 3.646 0.00 0.00 0.01
H -2.903 -0.655 4.424 -0.01 0.00 0.00
H -2.520 1.074 4.386 -0.01 0.00 0.00
H -1.105 -1.159 0.712 0.00 -0.02 0.02
H 1.504 -0.042 1.828 0.01 0.00 0.00
H 1.006 -1.724 1.840 -0.01 0.00 0.00
H 1.382 -0.183 -0.612 -0.01 -0.01 -0.01
H 3.456 -0.641 0.674 -0.01 0.00 0.01
H 3.057 -2.332 0.374 0.01 0.00 -0.01
H 4.991 0.267 -0.807 0.00 0.00 0.00
H 6.411 0.738 -3.959 0.00 0.00 0.01
H 4.950 -0.741 -4.963 0.00 0.00 0.00
H 2.138 -2.570 -2.286 0.00 0.00 0.00
H -0.729 0.611 -0.722 -0.01 0.01 0.00
H -1.756 1.276 0.514 0.00 0.00 -0.01
H -0.510 2.363 2.542 0.00 0.00 0.00
H 1.197 4.019 3.168 0.00 0.00 0.00
H 3.005 4.594 1.587 0.00 0.00 0.00
H 4.057 4.342 -0.575 0.00 0.00 0.00
H 4.112 3.378 -2.841 0.00 0.01 0.00
H 2.296 1.836 -3.566 0.00 0.00 0.00
H 0.519 1.225 -2.051 0.00 0.00 -0.01
```
Positions in Å, forces in eV/Å.

LUMO	0.4	eV
energy above the lowest of the compared OMol25 structures with the same formula, charge and spin	171.4	kJ/mol
highest occupied orbital energy	-8.40	eV
frontier orbital gap	0.3218	hartree
structure (SMILES)	COC(=O)[C@H](CNCc1cc(O)cc(C#N)c1)Cc1cccc2ccccc12
F_max	0.1	eV/A
energy	-33331.2931	eV

Density functional theory data (the ωB97M-V functional and the def2-TZVPD basis) for a 2-piece molecular cluster, C2HClO2S overall.

The geometry in XYZ format:
```
7
Properties=species:S:1:pos:R:3:forces:R:3
C -0.017 0.641 -0.110 -2.08 0.15 -0.80
C -2.370 1.093 -0.238 3.04 2.19 -0.26
O -2.651 2.169 -0.632 0.04 -2.23 0.59
O 2.304 1.801 0.500 -0.18 -0.25 -0.38
S 0.867 1.962 0.240 -1.17 -1.14 0.18
Cl -3.274 -0.143 0.508 0.08 -0.02 -0.18
H 0.097 -0.414 -0.488 0.26 1.31 0.85
```
Positions in Å, forces in eV/Å.

LUMO (alpha / beta)	-1.5 / -1.5	eV
energy above the lowest of the compared OMol25 structures with the same formula, charge and spin	354.6	kJ/mol
highest occupied orbital energy (alpha / beta)	-9.72 / -9.72	eV
frontier orbital gap (alpha / beta)	0.3013 / 0.3013	hartree
F_max	3.8	eV/A
energy	-29538.0492	eV

Density functional theory data (the ωB97M-V functional and the def2-TZVPD basis) for the molecule C5H10O2.

The geometry in XYZ format:
```
17
Properties=species:S:1:pos:R:3:forces:R:3
C -2.384 -0.493 -0.167 -0.03 -0.02 0.02
C -1.168 0.336 -0.578 0.03 0.06 -0.01
C 0.097 -0.140 0.128 -0.11 0.30 0.08
O 0.411 -1.411 -0.400 0.15 -0.17 0.09
C 1.290 0.812 -0.029 -0.06 -0.05 0.00
C 2.511 0.322 0.710 0.04 -0.32 0.07
O 2.682 -0.828 1.059 -0.07 0.54 -0.09
H -3.286 -0.173 -0.699 0.15 -0.05 0.06
H -2.213 -1.552 -0.379 -0.04 0.15 0.02
H -2.577 -0.392 0.909 0.03 -0.01 -0.16
H -1.002 0.247 -1.660 0.00 0.05 0.14
H -1.342 1.398 -0.361 0.06 -0.15 0.01
H -0.120 -0.217 1.208 0.03 -0.04 -0.13
H 1.191 -1.714 0.091 -0.12 -0.06 -0.11
H 1.058 1.828 0.319 -0.01 -0.16 -0.02
H 1.564 0.901 -1.091 -0.02 -0.02 0.11
H 3.289 1.078 0.939 -0.05 -0.05 -0.07
```
Positions in Å, forces in eV/Å.

LUMO	0.9	eV
energy above the lowest of the compared OMol25 structures with the same formula, charge and spin	113.6	kJ/mol
highest occupied orbital energy	-10.06	eV
frontier orbital gap	0.4028	hartree
structure (SMILES)	CC[C@@H](O)CC=O
F_max	0.5	eV/A
energy	-9441.8651	eV

Density functional theory data (the ωB97M-V functional and the def2-TZVPD basis) for a 4-piece molecular cluster, C29H63NO overall.

The geometry in XYZ format:
```
94
Properties=species:S:1:pos:R:3:forces:R:3
C 0.789 -1.879 2.467 -0.93 0.10 -0.12
C 0.259 -0.497 2.061 0.86 -0.43 -0.59
C 1.427 0.460 1.724 -0.74 0.33 0.00
C 1.424 1.802 2.463 -0.48 -0.46 -0.02
C 1.149 1.765 3.964 0.92 0.65 0.35
C 2.360 1.539 4.900 -0.36 -1.00 -0.24
C 3.498 0.647 4.379 0.05 0.95 0.05
C 4.566 1.434 3.579 0.50 -0.85 0.01
C 4.853 0.992 2.123 0.94 0.73 0.54
N 6.328 1.141 1.909 -0.03 -1.09 0.29
C 6.981 1.422 3.149 -3.81 -0.25 0.31
O 8.098 1.711 3.289 3.30 0.62 0.12
C 5.936 1.204 4.231 -0.48 0.05 -0.43
H 1.687 -2.116 1.916 0.46 0.00 0.03
H 0.933 -1.986 3.536 0.27 -0.02 0.17
H 0.067 -2.621 2.144 -0.20 -0.33 0.25
H -0.295 -0.666 1.144 -0.30 0.15 -0.21
H -0.453 -0.102 2.774 -0.02 0.11 0.25
H 2.356 -0.079 1.818 0.38 -0.08 0.29
H 1.349 0.690 0.666 0.13 0.09 -0.26
H 0.633 2.395 2.011 -0.21 0.15 -0.10
H 2.336 2.339 2.240 0.33 0.19 0.06
H 0.750 2.741 4.221 -0.25 0.17 0.15
H 0.381 1.055 4.243 -0.20 -0.25 -0.26
H 2.790 2.463 5.268 0.07 0.33 -0.12
H 1.970 1.034 5.779 -0.11 0.05 0.30
H 3.139 -0.233 3.859 -0.16 -0.09 -0.24
H 4.005 0.282 5.265 0.10 -0.24 0.23
H 4.321 2.488 3.596 -0.05 0.33 -0.04
H 4.411 1.673 1.414 -0.66 -0.23 -0.34
H 4.597 -0.048 1.968 -0.41 -0.10 -0.20
H 6.655 0.195 1.711 0.46 0.42 -0.79
H 6.053 1.730 5.168 0.36 0.07 0.15
H 5.975 0.122 4.385 0.22 -0.08 0.41
C -3.877 0.790 0.235 -0.07 -0.09 -0.05
C -3.330 -0.151 -0.834 0.06 0.05 0.11
C -2.164 0.443 -1.624 0.01 -0.04 -0.01
C -2.498 1.703 -2.423 -0.04 0.04 0.05
C -3.625 1.540 -3.442 0.12 0.00 -0.09
C -3.312 0.518 -4.531 -0.15 0.04 0.03
H -4.272 1.710 -0.199 0.01 0.01 0.02
H -4.689 0.314 0.787 0.01 0.03 0.03
H -3.096 1.060 0.951 0.00 0.03 -0.01
H -4.136 -0.446 -1.510 0.02 0.00 -0.03
H -2.987 -1.069 -0.349 -0.02 -0.02 -0.04
H -1.767 -0.323 -2.296 0.01 0.02 -0.01
H -1.353 0.682 -0.927 0.00 -0.01 0.00
H -1.593 2.031 -2.945 -0.02 0.00 -0.02
H -2.757 2.516 -1.738 0.01 -0.02 0.02
H -3.807 2.510 -3.912 -0.03 0.00 0.02
H -4.557 1.266 -2.939 0.01 0.02 0.03
H -2.410 0.800 -5.078 0.02 -0.04 0.01
H -4.134 0.460 -5.245 0.04 -0.04 -0.03
H -3.162 -0.481 -4.119 0.01 0.00 -0.01
C 0.259 1.864 -5.642 -0.04 0.14 0.04
C -0.614 2.804 -6.469 0.00 -0.12 0.01
C -0.589 2.492 -7.964 -0.02 0.03 0.00
C 0.783 2.629 -8.627 0.04 -0.02 0.04
C 1.428 4.008 -8.494 -0.05 0.01 -0.13
C 0.619 5.120 -9.154 0.09 0.02 0.09
H 1.310 1.934 -5.924 0.00 -0.02 0.00
H 0.186 2.113 -4.582 0.03 -0.06 0.01
H -0.060 0.827 -5.768 0.04 -0.01 -0.01
H -0.310 3.839 -6.289 -0.01 0.01 -0.03
H -1.646 2.725 -6.115 0.00 0.06 -0.01
H -1.308 3.140 -8.473 0.01 -0.01 -0.02
H -0.946 1.468 -8.117 -0.01 0.01 0.01
H 0.679 2.387 -9.690 0.01 0.02 0.00
H 1.466 1.879 -8.217 -0.03 -0.01 0.01
H 2.418 3.972 -8.957 0.01 0.00 0.04
H 1.594 4.250 -7.441 0.00 -0.03 0.01
H 0.483 4.921 -10.219 -0.04 0.00 0.01
H 1.132 6.078 -9.055 -0.03 0.01 -0.03
H -0.367 5.228 -8.699 -0.01 0.00 -0.02
C -3.023 -4.013 2.518 -0.06 -0.11 0.00
C -3.547 -4.647 3.804 0.01 0.13 -0.03
C -2.766 -4.225 5.048 -0.02 -0.03 0.01
C -1.289 -4.624 5.045 0.04 0.03 -0.06
C -1.023 -6.122 4.898 0.01 0.01 0.14
C -1.595 -6.952 6.043 0.03 -0.05 -0.11
H -1.991 -4.305 2.314 0.00 0.02 0.00
H -3.626 -4.324 1.663 0.02 0.04 -0.02
H -3.063 -2.923 2.578 0.04 0.00 0.00
H -3.543 -5.736 3.703 0.01 0.00 0.03
H -4.592 -4.357 3.937 0.00 -0.04 0.01
H -3.257 -4.639 5.932 0.02 0.00 0.01
H -2.829 -3.137 5.150 -0.01 0.00 0.00
H -0.836 -4.274 5.978 0.01 -0.02 0.00
H -0.768 -4.093 4.243 -0.02 0.02 0.00
H 0.058 -6.278 4.857 -0.01 0.00 -0.05
H -1.420 -6.487 3.947 0.00 0.03 -0.01
H -1.174 -6.635 7.000 -0.03 0.01 0.01
H -1.357 -8.009 5.907 -0.01 0.00 0.04
H -2.681 -6.866 6.104 0.00 0.00 0.02
```
Positions in Å, forces in eV/Å.

LUMO	0.6	eV
highest occupied orbital energy	-9.53	eV
frontier orbital gap	0.3730	hartree
structure (SMILES)	CCCCCCC[C@@H]1CNC(=O)C1.CCCCCC.CCCCCC.CCCCCC
F_max	3.8	eV/A
energy	-34632.8329	eV

Density functional theory data (the ωB97M-V functional and the def2-TZVPD basis) for C12H7BrF9InNO2S as an isolated structure.

The geometry in XYZ format:
```
34
Properties=species:S:1:pos:R:3:forces:R:3
O 2.657 -2.022 2.312 0.02 0.00 0.21
C 2.909 -1.816 1.175 -0.18 -0.25 -0.13
N 3.707 -2.551 0.288 0.69 0.66 0.39
C 3.923 -1.897 -0.918 -0.23 -0.22 -0.01
O 4.651 -2.157 -1.819 0.10 0.04 -0.03
C 2.967 -0.707 -0.866 -0.09 -0.04 -0.13
C 2.631 0.301 -1.895 -0.05 -0.01 0.18
Br 3.431 0.216 -3.454 0.12 0.06 -0.38
C 1.644 1.299 -1.586 -0.06 -0.01 0.24
C 1.046 1.316 -0.366 0.23 0.31 -0.06
C -0.067 2.272 -0.038 0.17 -0.23 0.49
C -1.306 1.509 0.478 -0.12 0.19 0.05
C -1.623 0.356 -0.456 -0.29 0.55 0.00
F -1.410 0.789 -1.725 0.02 0.00 -0.16
F -0.695 -0.634 -0.256 0.19 -0.20 0.01
C -3.099 -0.170 -0.439 0.21 -0.65 0.23
F -3.282 -0.804 -1.579 -0.06 -0.33 -0.38
F -3.880 0.898 -0.416 -0.21 0.43 0.14
S -3.551 -1.381 0.972 0.06 0.55 -0.10
F -4.784 -1.856 0.160 -0.14 -0.12 -0.10
F -4.411 -0.280 1.688 -0.07 0.13 0.06
F -2.264 -0.834 1.803 0.15 -0.01 0.10
F -2.616 -2.438 0.268 0.13 -0.19 -0.03
F -3.836 -2.375 2.113 -0.07 -0.19 0.11
C 1.423 0.304 0.636 -0.14 -0.20 -0.09
C 2.381 -0.667 0.347 -0.05 0.12 -0.10
H 4.450 -3.132 0.675 -0.26 -0.44 -0.15
H 1.356 2.021 -2.335 0.08 0.00 -0.21
H -0.290 2.864 -0.920 -0.10 0.09 -0.07
H 0.220 2.988 0.786 0.16 -1.28 -0.88
H -2.148 2.194 0.532 -0.13 0.03 -0.15
H -1.169 1.130 1.485 0.05 -0.14 0.12
H 0.941 0.308 1.608 0.01 -0.03 0.14
In 0.094 4.955 1.742 -0.14 1.39 0.71
```
Positions in Å, forces in eV/Å.

LUMO	-15.9	eV
net charge	+3
highest occupied orbital energy	-20.18	eV
frontier orbital gap	0.1577	hartree
F_max	1.6	eV/A
energy	-128615.2151	eV

Density functional theory data (the ωB97M-V functional and the def2-TZVPD basis) for a 2-piece molecular cluster, C2H3ClN2O overall.

The geometry in XYZ format:
```
9
Properties=species:S:1:pos:R:3:forces:R:3
O -2.048 0.788 -0.751 1.53 -0.74 4.61
N -0.644 0.798 -0.678 2.13 -0.19 -0.63
C 0.031 0.938 0.417 -3.18 -0.17 -2.50
Cl 1.720 0.797 0.392 -0.13 1.22 0.08
H -2.189 1.148 -1.577 -0.41 1.02 -2.98
H -0.526 1.122 1.294 0.04 0.17 1.53
C 1.206 -1.846 0.308 -2.46 -0.45 -0.08
N 2.310 -2.086 0.304 1.84 -0.78 0.02
H 0.139 -1.658 0.292 0.64 -0.09 -0.04
```
Positions in Å, forces in eV/Å.

LUMO	0.8	eV
energy above the lowest of the compared OMol25 structures with the same formula, charge and spin	335.9	kJ/mol
highest occupied orbital energy	-10.22	eV
frontier orbital gap	0.4040	hartree
structure (SMILES)	O/N=C/Cl.C#N
F_max	4.9	eV/A
energy	-19669.0887	eV

Density functional theory data (the ωB97M-V functional and the def2-TZVPD basis) for C4H4InO3 as an isolated structure.

The geometry in XYZ format:
```
12
Properties=species:S:1:pos:R:3:forces:R:3
O 2.492 -0.201 -1.274 1.68 0.65 -0.33
C 1.766 0.375 -0.404 2.15 5.45 1.78
O 0.578 -0.426 -0.279 -3.74 3.02 2.22
O 1.894 1.398 0.211 -0.86 -2.23 -0.86
In 1.362 -1.755 -1.463 0.54 -5.91 -3.71
C -0.704 0.282 0.279 0.55 -1.83 -1.69
C -1.701 0.605 -0.581 1.02 -0.45 0.74
C -0.507 -0.438 1.455 -1.75 1.52 1.71
H -1.493 0.676 -1.650 -0.15 0.32 0.22
H -2.710 0.772 -0.205 0.11 0.20 -0.02
H 0.367 -0.261 2.083 0.29 -0.47 -0.37
H -1.344 -1.028 1.828 0.17 -0.27 0.30
```
Positions in Å, forces in eV/Å.

LUMO (alpha / beta)	-12.4 / -12.6	eV
spin multiplicity	2
net charge	+2
highest occupied orbital energy (alpha / beta)	-19.61 / -20.18	eV
frontier orbital gap (alpha / beta)	0.2636 / 0.2799	hartree
F_max	7.0	eV/A
energy	-15503.5058	eV

Density functional theory data (the ωB97M-V functional and the def2-TZVPD basis) for an isolated ion of composition C3H8FNO2P and charge +1.

The geometry in XYZ format:
```
16
Properties=species:S:1:pos:R:3:forces:R:3
O 3.278 -0.499 -0.474 0.09 0.03 -0.14
P 2.166 0.050 0.311 0.83 -0.21 -0.51
C 0.603 -0.030 -0.733 0.18 -0.56 0.97
O 0.005 -1.302 -0.428 -0.35 0.25 -0.15
C -1.085 -1.168 0.426 0.18 -0.53 -0.46
N -1.560 0.251 0.204 -0.89 0.05 -0.85
C -0.476 1.016 -0.527 0.50 0.59 0.36
F -0.059 2.072 0.231 -0.34 -0.53 0.06
H 2.333 1.371 0.758 -0.25 -0.03 0.14
H 1.836 -0.752 1.417 -0.40 0.32 0.19
H 0.943 -0.109 -1.756 0.14 0.20 -0.26
H -1.864 -1.820 0.050 -0.20 -0.20 0.13
H -0.902 -1.412 1.464 0.29 0.48 0.35
H -2.308 0.158 -0.483 -0.20 0.08 -0.02
H -2.013 0.747 0.975 0.54 0.06 0.37
H -0.897 1.427 -1.436 -0.13 -0.01 -0.17
```
Positions in Å, forces in eV/Å.

LUMO	-4.1	eV
energy above the lowest of the compared OMol25 structures with the same formula, charge and spin	17.5	kJ/mol
net charge	+1
highest occupied orbital energy	-14.11	eV
frontier orbital gap	0.3678	hartree
structure (SMILES)	O=[PH2][C@H]1OC[NH2+][C@H]1F
F_max	1.2	eV/A
energy	-20823.6415	eV